Density functional theory data (ωB97M-V with the def2-TZVPD basis set) for an isolated molecule of C4H7NS at a distorted geometry.

Computed properties:
structure (SMILES): C/C=N/[C@@H]1CS1
energy: -16584.283 eV
HOMO level: -9.1 eV
relative energy (zero: lowest compared OMol25 entry of this formula, charge and spin): 61.1 kcal/mol
orbital gap: 9.86 eV

Positions of all 13 atoms, in Å:
1 C 1.814 1.203 -0.505
2 C 0.850 0.176 -0.298
3 N -0.263 0.197 -0.922
4 C -1.295 -0.677 -0.581
5 C -1.628 -0.862 1.162
6 S -1.155 -2.322 0.118
7 H 1.934 1.871 0.421
8 H 2.837 1.051 -0.860
9 H 1.587 1.896 -1.313
10 H 0.917 -0.469 0.580
11 H -2.133 -0.546 -1.174
12 H -0.879 -0.520 1.827
13 H -2.586 -0.998 1.545

---

Density functional theory data (ωB97M-V with the def2-TZVPD basis set) for an isolated molecule of C4H4ClFO at a distorted geometry.

Computed properties:
structure (SMILES): C=CO/C=C(\F)Cl
energy: -21497.929 eV
HOMO level: -9.0 eV
relative energy (zero: lowest compared OMol25 entry of this formula, charge and spin): 29.7 kcal/mol
orbital gap: 9.82 eV

Positions of all 11 atoms, in Å:
1 C -3.300 0.370 -0.079
2 C -2.143 -0.004 0.454
3 O -1.348 -1.003 -0.155
4 C 0.022 -0.927 -0.091
5 C 0.850 0.102 -0.067
6 F 0.375 1.334 -0.230
7 Cl 2.548 -0.055 0.087
8 H -3.861 1.133 0.394
9 H -3.538 -0.056 -1.018
10 H -1.642 0.507 1.250
11 H 0.561 -1.877 -0.099

---

Density functional theory data (ωB97M-V with the def2-TZVPD basis set) for an isolated molecule of C4H6O2.

Computed properties:
structure (SMILES): CC(=O)CC=O
energy: -8339.669 eV
HOMO level: -9.9 eV
relative energy (zero: lowest compared OMol25 entry of this formula, charge and spin): 18.3 kcal/mol
orbital gap: 10.58 eV

Positions of all 12 atoms, in Å:
1 C 1.641 0.313 -0.585
2 C 0.336 0.660 0.091
3 O -0.120 1.784 0.054
4 C -0.495 -0.441 0.736
5 C -1.834 -0.488 0.013
6 O -2.467 -1.490 -0.198
7 H 1.415 -0.054 -1.596
8 H 2.196 -0.471 -0.064
9 H 2.244 1.220 -0.678
10 H -0.024 -1.427 0.773
11 H -0.712 -0.119 1.764
12 H -2.181 0.514 -0.309

---

Density functional theory data (ωB97M-V with the def2-TZVPD basis set) for a cluster of 12 separate species, H24O12 in total at a distorted geometry.

Computed properties:
structure (SMILES): O.O.O.O.O.O.O.O.O.O.O.O
energy: -24956.665 eV
HOMO level: -10.0 eV
relative energy (zero: lowest compared OMol25 entry of this formula, charge and spin): 116.0 kcal/mol
orbital gap: 9.10 eV

Positions of all 36 atoms, in Å:
1 O 0.432 -0.092 -0.437
2 H 0.170 -0.916 -0.010
3 H -0.063 0.586 0.037
4 O 1.404 1.495 3.146
5 H 2.046 0.865 2.800
6 H 0.555 1.158 2.838
7 O 1.521 3.473 -3.972
8 H 0.764 3.916 -3.572
9 H 1.309 2.536 -3.901
10 O -0.715 4.193 0.177
11 H -1.449 4.811 0.096
12 H -0.925 3.681 0.966
13 O -3.062 -0.991 0.408
14 H -2.341 -0.357 0.311
15 H -3.511 -0.968 -0.444
16 O -0.017 -5.800 -0.061
17 H -0.002 -4.854 0.122
18 H 0.801 -6.128 0.330
19 O 0.580 -1.086 -4.743
20 H -0.161 -0.943 -4.144
21 H 1.047 -1.839 -4.364
22 O 0.552 3.880 -1.230
23 H 0.688 3.092 -1.768
24 H 1.160 4.527 -1.604
25 O 0.561 -4.117 1.756
26 H -0.335 -4.294 2.063
27 H 0.996 -3.722 2.520
28 O 3.270 -1.134 2.292
29 H 3.272 -1.492 3.187
30 H 2.335 -1.052 2.074
31 O -0.757 -1.149 4.962
32 H -0.189 -1.067 4.187
33 H -1.623 -0.866 4.648
34 O -2.645 1.917 -2.965
35 H -2.321 1.088 -3.335
36 H -3.351 1.648 -2.367

---

Density functional theory data (ωB97M-V with the def2-TZVPD basis set) for an isolated molecule of C2H7N3O at a distorted geometry.

Computed properties:
structure (SMILES): [H]/N=C(/CO)NN
energy: -8698.851 eV
HOMO level: -9.2 eV
relative energy (zero: lowest compared OMol25 entry of this formula, charge and spin): 171.3 kcal/mol
orbital gap: 9.91 eV

Positions of all 13 atoms, in Å:
1 H 2.883 -0.685 -0.334
2 N 2.141 0.106 -0.053
3 C 0.817 -0.174 0.135
4 C -0.286 0.905 0.559
5 O -0.605 1.754 -0.642
6 N 0.011 -1.071 -0.433
7 N -1.403 -0.990 -0.145
8 H 0.136 1.462 1.606
9 H -1.171 0.143 1.093
10 H 0.347 1.598 -1.326
11 H 0.319 -1.917 -0.948
12 H -1.704 -1.127 0.848
13 H -1.485 -0.002 -0.360

---

Density functional theory data (ωB97M-V with the def2-TZVPD basis set) for an isolated molecule of C8H15NO2Si at a distorted geometry.

Computed properties:
expectation value of S²: 2.008
energy: -21995.250 eV
HOMO level (spin up / spin down): -5.4 / -9.7 eV
orbital gap (spin up / spin down): 6.20 / 7.73 eV
spin multiplicity: 3

Positions of all 27 atoms, in Å:
1 C -1.754 -0.715 0.617
2 C -0.949 -0.784 -1.778
3 C -1.196 0.703 -2.057
4 C -0.553 -0.696 -0.319
5 C -0.007 0.744 -0.127
6 C -2.730 -1.821 0.696
7 C 3.009 0.861 -0.459
8 C 1.827 0.211 2.314
9 N -1.885 0.426 1.225
10 O -0.172 1.366 -1.336
11 O -0.943 1.328 0.827
12 Si 1.588 1.245 0.675
13 H -1.719 -1.583 -1.791
14 H 0.010 -0.975 -2.277
15 H -1.077 1.102 -3.125
16 H -2.086 1.024 -1.539
17 H 0.183 -1.478 -0.071
18 H -3.332 -1.515 1.498
19 H -2.210 -2.787 0.873
20 H -3.289 -1.939 -0.372
21 H 3.860 1.477 -0.216
22 H 3.604 -0.105 -0.165
23 H 2.782 0.935 -1.471
24 H 2.146 0.839 3.068
25 H 0.828 -0.021 2.601
26 H 2.389 -0.647 2.066
27 H 1.679 2.802 0.644

---

Density functional theory data (ωB97M-V with the def2-TZVPD basis set) for a cluster of 2 separate species, C4H11NO2 in total at a distorted geometry.

Computed properties:
structure (SMILES): CC[C@H](N)C=O.O
energy: -9910.111 eV
HOMO level: -9.8 eV
relative energy (zero: lowest compared OMol25 entry of this formula, charge and spin): 49.1 kcal/mol
orbital gap: 10.71 eV

Positions of all 18 atoms, in Å:
1 C -0.340 -1.418 1.538
2 C 0.414 -0.280 0.871
3 C 0.122 -0.198 -0.722
4 N 0.763 -1.360 -1.357
5 C 0.741 1.054 -1.272
6 O 0.295 2.103 -1.652
7 H -1.293 -1.559 0.999
8 H 0.193 -2.317 1.557
9 H -0.678 -1.224 2.599
10 H 0.086 0.631 1.322
11 H 1.507 -0.434 0.960
12 H -0.863 -0.232 -0.852
13 H 1.201 -1.926 -0.717
14 H 1.483 -1.084 -2.077
15 H 1.853 1.131 -1.407
16 O -1.823 2.309 0.459
17 H -2.160 3.108 -0.028
18 H -1.499 1.697 -0.221

---

Density functional theory data (ωB97M-V with the def2-TZVPD basis set) for a structure of composition C17H49N6O8P2S2Si2TeY at a distorted geometry.

Computed properties:
energy: -108095.614 eV
HOMO level: -7.5 eV
relative energy (zero: lowest compared OMol25 entry of this formula, charge and spin): 55.1 kcal/mol
orbital gap: 7.72 eV

Positions of all 88 atoms, in Å:
1 Y 0.524 -0.837 0.440
2 N -0.642 1.658 1.293
3 N -1.684 1.488 0.368
4 C -2.190 0.196 0.161
5 O -3.159 0.086 -0.578
6 O -1.533 -0.751 0.754
7 H -1.006 1.766 2.235
8 H -0.117 2.486 1.041
9 H -2.366 2.223 0.257
10 C 1.148 -4.442 -4.235
11 N 1.148 -4.129 -2.810
12 C 1.813 -5.133 -1.967
13 P 0.049 -3.157 -2.109
14 O 0.417 -2.742 -0.739
15 O 0.103 -1.861 -3.121
16 P 0.499 -0.321 -2.902
17 O 0.302 0.143 -1.490
18 N 2.022 -0.148 -3.470
19 C 2.781 0.958 -2.863
20 C 2.868 -1.310 -3.769
21 N -0.479 0.493 -3.931
22 C -0.298 0.253 -5.363
23 C -1.894 0.592 -3.549
24 N -1.472 -3.727 -2.205
25 C -2.008 -4.196 -3.480
26 C -2.494 -3.095 -1.350
27 H 0.715 -5.427 -4.430
28 H 2.180 -4.456 -4.596
29 H 0.598 -3.693 -4.802
30 H 1.288 -6.092 -2.006
31 H 1.870 -4.787 -0.938
32 H 2.829 -5.272 -2.342
33 H 2.117 1.777 -2.593
34 H 3.505 1.326 -3.591
35 H 3.313 0.623 -1.969
36 H 2.283 -2.097 -4.231
37 H 3.347 -1.701 -2.867
38 H 3.640 -0.993 -4.471
39 H 0.761 0.212 -5.605
40 H -0.752 1.075 -5.915
41 H -0.778 -0.681 -5.679
42 H -2.010 0.663 -2.471
43 H -2.461 -0.277 -3.900
44 H -2.322 1.489 -4.000
45 H -1.306 -4.852 -3.984
46 H -2.269 -3.367 -4.148
47 H -2.913 -4.767 -3.277
48 H -2.069 -2.800 -0.397
49 H -3.281 -3.827 -1.168
50 H -2.932 -2.208 -1.815
51 O 3.177 -2.567 2.703
52 S 2.344 -2.733 1.536
53 O 0.924 -2.230 1.860
54 O 2.295 -4.073 1.009
55 S 3.013 -1.453 0.071
56 C -0.120 -0.398 7.121
57 Si 1.032 -0.967 5.756
58 C 2.760 -0.404 6.184
59 C 0.977 -2.815 5.578
60 C 0.419 -0.153 4.165
61 Te 1.993 0.176 2.715
62 C 2.164 2.291 3.188
63 Si 3.548 2.856 2.040
64 C 4.160 4.574 2.468
65 C 5.042 1.721 2.069
66 C 2.819 2.902 0.308
67 H 0.152 -0.861 8.076
68 H -1.161 -0.662 6.908
69 H -0.067 0.688 7.251
70 H 3.132 -0.913 7.077
71 H 2.793 0.675 6.367
72 H 3.434 -0.632 5.355
73 H 1.354 -3.309 6.478
74 H 1.608 -3.117 4.735
75 H -0.039 -3.169 5.390
76 H -0.029 0.823 4.361
77 H -0.307 -0.801 3.671
78 H 2.435 2.374 4.243
79 H 1.237 2.842 3.009
80 H 4.623 4.589 3.460
81 H 3.344 5.305 2.469
82 H 4.909 4.909 1.743
83 H 5.872 2.177 2.615
84 H 5.377 1.501 1.052
85 H 4.823 0.761 2.537
86 H 2.073 3.696 0.204
87 H 2.347 1.946 0.067
88 H 3.605 3.079 -0.434

---

Density functional theory data (ωB97M-V with the def2-TZVPD basis set) for a cluster of 3 separate species, C13H28F3N4O5 in total.

Computed properties:
energy: -38273.341 eV
net charge: +1
HOMO level: -12.3 eV
orbital gap: 9.56 eV

Positions of all 53 atoms, in Å:
1 C 2.804 -2.863 1.417
2 O 3.835 -2.272 0.671
3 C 3.670 -0.874 0.486
4 C 2.677 -0.543 -0.632
5 C 1.929 0.793 -0.471
6 C 1.267 1.005 0.918
7 C -0.140 1.634 0.842
8 C -1.349 0.697 1.121
9 C -1.134 -0.760 0.730
10 N -1.026 -0.919 -0.777
11 C -1.794 0.154 -1.510
12 C -2.074 -0.337 -2.922
13 F -0.946 -0.792 -3.502
14 F -2.963 -1.352 -2.919
15 F -2.567 0.660 -3.661
16 C -3.032 0.485 -0.696
17 N -2.570 1.228 0.472
18 H 3.133 -3.862 1.707
19 H 1.872 -2.982 0.835
20 H 2.573 -2.277 2.320
21 H 3.385 -0.417 1.440
22 H 4.656 -0.484 0.219
23 H 3.220 -0.533 -1.584
24 H 1.947 -1.363 -0.733
25 H 1.146 0.826 -1.244
26 H 2.596 1.633 -0.688
27 H 1.909 1.652 1.523
28 H 1.253 0.058 1.460
29 H -0.303 2.094 -0.139
30 H -0.214 2.465 1.550
31 H -1.524 0.672 2.202
32 H -1.986 -1.367 1.049
33 H -0.238 -1.194 1.167
34 H -0.049 -0.962 -1.084
35 H -1.442 -1.822 -1.021
36 H -1.153 1.035 -1.582
37 H -3.573 -0.448 -0.467
38 H -3.696 1.108 -1.301
39 H -3.316 1.370 1.138
40 C 4.882 -0.785 5.218
41 N 4.504 -0.072 3.968
42 O 3.347 0.288 3.840
43 O 5.374 0.090 3.145
44 H 4.005 -0.858 5.849
45 H 5.258 -1.761 4.927
46 H 5.671 -0.207 5.691
47 C -5.465 1.491 -4.702
48 N -5.995 2.066 -3.437
49 O -7.026 2.684 -3.468
50 O -5.330 1.857 -2.435
51 H -6.138 1.724 -5.517
52 H -4.482 1.921 -4.863
53 H -5.387 0.418 -4.549

---

Density functional theory data (ωB97M-V with the def2-TZVPD basis set) for a structure of composition C12H21CdN6S.

Computed properties:
energy: -37120.606 eV
net charge: +1
HOMO level: -11.0 eV
relative energy (zero: lowest compared OMol25 entry of this formula, charge and spin): 12.3 kcal/mol
orbital gap: 7.85 eV

Positions of all 41 atoms, in Å:
1 Cd 0.019 0.801 -0.109
2 C 0.715 -0.999 -4.273
3 C 0.576 -0.775 -2.800
4 N 0.103 0.307 -2.304
5 N -0.280 1.315 -3.106
6 C -0.139 2.523 -2.633
7 N -0.659 3.535 -3.356
8 S 0.695 2.975 -1.159
9 C 1.070 -1.778 -1.834
10 C 1.548 -3.013 -2.264
11 C 2.072 -3.904 -1.342
12 C 2.107 -3.541 -0.006
13 C 1.610 -2.298 0.346
14 N 1.106 -1.435 -0.533
15 H 0.218 -0.193 -4.802
16 H 0.269 -1.949 -4.567
17 H 1.768 -1.010 -4.562
18 H -1.013 3.337 -4.277
19 H -0.375 4.474 -3.141
20 H 1.515 -3.269 -3.312
21 H 2.454 -4.863 -1.664
22 H 2.514 -4.195 0.751
23 H 1.628 -1.978 1.380
24 N -1.138 -0.624 1.517
25 C -0.370 -0.720 2.788
26 C -0.945 0.150 3.898
27 C -0.806 1.666 3.724
28 C -1.784 2.321 2.742
29 N -1.213 2.450 1.386
30 H -2.109 -0.434 1.739
31 H -1.128 -1.523 1.047
32 H 0.665 -0.424 2.601
33 H -0.361 -1.752 3.146
34 H -0.429 -0.132 4.817
35 H -2.000 -0.102 4.045
36 H 0.217 1.911 3.421
37 H -0.966 2.117 4.704
38 H -2.069 3.303 3.126
39 H -2.700 1.729 2.678
40 H -0.472 3.145 1.418
41 H -1.912 2.853 0.770

---

Density functional theory data (ωB97M-V with the def2-TZVPD basis set) for an isolated molecule of C4H6N2O at a distorted geometry.

Computed properties:
structure (SMILES): Cc1cc(O)[nH]n1
energy: -9272.063 eV
HOMO level: -8.5 eV
relative energy (zero: lowest compared OMol25 entry of this formula, charge and spin): 33.2 kcal/mol
orbital gap: 9.02 eV

Positions of all 13 atoms, in Å:
1 C -1.423 -0.299 -1.658
2 C -0.375 -0.129 -0.618
3 C -0.530 -0.187 0.775
4 C 0.715 0.198 1.252
5 O 1.116 0.265 2.534
6 N 1.590 0.164 0.222
7 N 0.863 0.230 -0.934
8 H -1.921 -1.260 -1.542
9 H -0.972 -0.247 -2.645
10 H -2.171 0.488 -1.571
11 H -1.411 -0.399 1.344
12 H 1.968 0.710 2.621
13 H 2.552 0.467 0.221

---

Density functional theory data (ωB97M-V with the def2-TZVPD basis set) for an isolated molecule of C5H5F2N at a distorted geometry.

Computed properties:
structure (SMILES): F/C=C/C=C\N=C\F
energy: -12189.360 eV
HOMO level: -8.5 eV
relative energy (zero: lowest compared OMol25 entry of this formula, charge and spin): 40.3 kcal/mol
orbital gap: 8.77 eV

Positions of all 13 atoms, in Å:
1 F -2.614 2.010 0.057
2 C -1.577 1.160 0.038
3 C -1.784 -0.152 -0.054
4 C -0.760 -1.161 -0.104
5 C 0.571 -0.978 -0.158
6 N 1.157 0.262 -0.206
7 C 2.353 0.421 0.129
8 F 2.903 1.623 0.022
9 H -0.623 1.659 0.087
10 H -2.808 -0.501 -0.089
11 H -1.106 -2.185 -0.086
12 H 1.235 -1.841 -0.175
13 H 3.053 -0.317 0.541